24
Properties=species:S:1:pos:R:3:forces:R:3:lowdin_charge:R:1 method="wB97M-V/def2-TZVPD" max_force_ev_per_a=5.56 smiles="C=C/C(c1ccccc1)=[N+](/[O-])OC" homo_ha="-0.30426 / -0.30437" orbital_gap_ev="7.98 / 7.99" charge=0 e_tot_ev=-16126.5397
C 2.766 -0.872 0.627 -1.1 -1.4 -0.8 0.033
C 1.485 -1.267 0.429 -0.6 0.5 0.2 -0.098
C 0.349 -0.330 0.088 3.1 1.6 -1.7 -0.144
C -1.059 -0.734 0.224 -1.1 0.9 0.1 -0.211
C -1.449 -1.117 1.495 -1.2 -1.0 0.1 -0.021
C -2.813 -1.474 1.740 1.2 0.4 -0.3 -0.061
C -3.743 -1.388 0.698 -0.1 -0.6 1.7 -0.091
C -3.373 -0.870 -0.534 0.9 -1.1 1.0 -0.091
C -2.050 -0.583 -0.773 1.6 0.5 -2.5 -0.029
N 0.570 0.925 -0.398 -2.1 2.3 -2.0 -0.039
O -0.326 1.740 -0.760 1.8 -1.8 1.0 -0.035
O 2.092 1.638 -0.721 1.6 -1.7 0.8 -0.177
C 2.379 2.871 -1.570 -4.4 -3.2 1.2 -0.012
H 3.429 -1.678 0.912 0.3 0.2 0.0 0.052
H 3.161 0.086 0.306 -0.3 0.0 0.5 0.046
H 1.151 -2.355 0.540 0.6 1.8 0.1 0.130
H -0.645 -1.267 2.219 -0.6 0.2 0.2 0.117
H -3.089 -1.811 2.742 0.0 0.0 -0.4 0.101
H -4.736 -1.850 0.885 0.6 0.8 -0.3 0.115
H -4.089 -0.948 -1.289 -0.8 0.4 -1.3 0.086
H -1.717 -0.327 -1.873 -0.7 -0.3 2.5 0.160
H 1.368 3.227 -1.585 -0.6 0.9 -1.2 0.066
H 2.883 2.693 -2.477 0.0 -1.0 -1.3 0.065
H 2.928 3.549 -1.052 1.7 1.6 2.4 0.041

***

24
Properties=species:S:1:pos:R:3:forces:R:3:lowdin_charge:R:1 method="wB97M-V/def2-TZVPD" max_force_ev_per_a=5.03 homo_ha="-0.33257 / -0.31941" orbital_gap_ev="8.67 / 8.21" charge=0 e_tot_ev=-16126.3621
C 3.449 0.369 0.662 2.3 -0.9 -0.4 -0.113
C 3.545 -0.993 0.452 0.9 -1.3 1.1 -0.126
C 2.442 1.106 0.099 1.2 0.3 0.9 -0.072
C 2.594 -1.686 -0.268 -1.3 -0.9 -0.8 -0.097
C 1.427 0.439 -0.549 -2.4 1.1 -1.7 -0.257
C 1.530 -0.919 -0.729 0.9 0.2 0.5 0.108
C 0.152 1.257 -1.039 -0.8 -3.4 0.6 -0.081
C -0.868 1.137 0.161 2.2 -4.4 -0.9 -0.066
C -1.909 0.021 -0.015 0.6 1.8 0.8 -0.354
C -4.190 -0.387 0.392 -2.6 -0.7 -0.8 -0.085
N -1.694 -1.118 -0.460 0.6 -1.8 -0.7 0.016
O -2.337 -2.203 -0.547 0.5 0.6 -0.2 -0.017
O -3.078 0.446 0.510 0.2 -0.1 0.2 -0.070
H 4.430 0.730 1.031 -1.2 0.7 0.2 0.116
H 4.390 -1.525 0.960 -0.8 0.4 -0.8 0.118
H 2.619 2.161 0.239 -1.0 0.4 -0.4 0.116
H 2.622 -2.780 -0.497 0.2 1.1 0.4 0.115
H 0.402 2.265 -1.130 0.5 1.6 -0.8 0.073
H -0.314 0.738 -1.974 1.0 1.3 1.5 0.143
H -0.208 0.824 1.003 -0.7 0.1 -0.2 0.131
H -1.453 1.864 0.547 -1.4 3.3 0.4 0.073
H -3.920 -1.500 0.188 -0.7 2.2 0.0 0.103
H -4.916 0.138 -0.412 1.5 -1.7 1.6 0.137
H -4.715 -0.384 1.375 0.3 0.1 -0.7 0.090

***

24
Properties=species:S:1:pos:R:3:forces:R:3:lowdin_charge:R:1 method="wB97M-V/def2-TZVPD" max_force_ev_per_a=6.92 homo_ha="-0.16500 / -0.31654" multiplicity=3 orbital_gap_ev="5.29 / 6.50" charge=0 e_tot_ev=-16127.8103
C -2.844 -2.432 0.127 -4.0 3.8 -0.2 -0.027
C -3.451 -1.162 0.102 -2.5 -4.7 0.3 -0.020
C -1.499 -2.122 0.078 4.0 -5.6 0.6 -0.098
C -2.468 -0.206 0.016 1.1 4.1 -0.1 -0.087
C -2.711 1.263 -0.249 -0.3 -2.1 -0.5 -0.476
C 1.928 0.953 -0.642 2.0 -2.4 3.6 -0.153
C 1.616 1.423 0.831 -1.5 -2.0 0.2 -0.168
C 1.158 -0.436 -0.668 -0.5 2.3 -0.5 -0.094
C 0.142 0.878 1.050 2.1 0.6 -0.7 -0.004
C -0.047 -0.171 0.252 1.7 0.8 -0.7 -0.267
N -1.221 -0.827 0.103 -0.1 2.1 -0.5 -0.015
O -3.403 1.944 0.443 -0.5 0.6 0.9 0.133
O -2.313 1.655 -1.465 2.6 -5.1 0.5 0.170
H -3.304 -3.391 0.157 -0.2 -0.4 -0.1 0.101
H -4.502 -0.953 0.000 -0.1 0.0 0.2 0.116
H -0.814 -2.915 0.455 0.1 1.2 -0.5 0.139
H 1.472 1.718 -1.190 -0.4 0.7 -1.6 0.076
H 3.104 0.889 -0.701 -2.4 0.1 -0.6 0.139
H 2.227 0.951 1.652 -0.1 0.7 -1.0 0.115
H 1.697 2.473 0.794 0.1 1.3 0.7 0.071
H 0.855 -0.676 -1.680 -0.2 -0.4 -0.1 0.106
H 1.760 -1.191 -0.258 1.0 -1.2 0.4 0.087
H -2.598 2.479 -1.617 -1.7 5.2 -0.8 0.054
H -0.581 1.239 1.744 -0.3 0.3 0.5 0.100

***

25
Properties=species:S:1:pos:R:3:forces:R:3:lowdin_charge:R:1 method="wB97M-V/def2-TZVPD" max_force_ev_per_a=5.11 smiles="C=C[P@@](=O)(C(=O)OC)c1ccccc1" homo_ha=-0.35467 orbital_gap_ev=10.02 charge=0 e_tot_ev=-25977.3408
C 2.320 -2.629 0.935 0.6 1.1 0.5 -0.075
C 1.045 -2.381 0.710 0.7 4.7 0.3 -0.132
P 0.599 -0.289 0.859 0.3 -3.7 -1.1 0.822
O 1.056 0.388 2.070 0.1 0.2 0.9 -0.309
C 1.669 0.261 -0.566 -0.3 1.1 1.5 -0.611
O 2.187 -0.484 -1.309 0.9 -1.7 -2.2 0.095
O 1.990 1.533 -0.425 -0.8 1.5 0.5 -0.108
C 2.988 2.157 -1.274 1.2 -2.9 1.7 -0.001
C -1.126 -0.078 0.415 -1.0 0.4 -0.2 -0.285
C -2.149 -1.026 0.574 2.5 -1.9 2.5 -0.113
C -3.424 -0.684 0.404 -4.9 -0.4 -1.4 -0.127
C -3.767 0.502 -0.231 -1.1 2.6 -0.3 -0.084
C -2.787 1.472 -0.470 -0.5 0.6 0.0 -0.094
C -1.512 1.194 -0.042 3.3 0.5 -1.2 -0.095
H 2.633 -3.630 1.162 0.4 -0.5 -0.5 0.046
H 3.098 -1.808 0.991 -1.1 -1.1 0.3 0.084
H 0.339 -3.067 0.379 -1.4 -1.2 0.1 0.024
H 3.731 1.274 -1.397 -0.7 2.0 -0.5 0.126
H 3.391 2.969 -0.656 -0.1 -0.2 -0.6 0.099
H 2.482 2.449 -2.160 0.1 0.4 -1.0 0.079
H -2.010 -2.014 1.107 0.4 1.1 -0.9 0.131
H -4.318 -1.390 0.588 1.9 0.9 0.0 0.140
H -4.814 0.901 -0.465 1.3 -1.4 0.4 0.130
H -2.996 2.479 -0.924 0.0 -1.3 0.5 0.124
H -0.623 1.902 -0.275 -1.8 -0.8 0.7 0.135

***

25
Properties=species:S:1:pos:R:3:forces:R:3:lowdin_charge:R:1 method="wB97M-V/def2-TZVPD" max_force_ev_per_a=6.16 homo_ha="-0.15398 / -0.15396" orbital_gap_ev="7.44 / 7.44" charge=-1 e_tot_ev=-27523.5090
C 1.139 -2.963 -0.670 0.2 0.1 0.6 -0.140
C 1.843 -2.012 0.067 1.3 -0.9 0.2 -0.094
C -0.217 -2.876 -0.828 0.9 2.6 0.8 -0.072
C 1.232 -0.885 0.592 -1.7 -1.6 -2.4 -0.005
C -0.811 -1.652 -0.443 0.8 -1.9 -0.7 0.011
C -0.090 -0.606 0.188 0.7 -4.4 -1.3 -0.232
C -0.449 2.178 2.289 0.3 -2.0 -2.3 0.068
C 0.001 1.546 1.198 1.0 3.0 2.7 -0.224
C -0.876 1.723 -1.479 1.0 -3.0 3.2 0.145
C -0.697 0.589 0.489 -4.7 2.3 -3.2 -0.310
O -2.737 -0.275 1.971 0.4 1.2 -1.5 -0.373
O -2.821 1.947 0.878 -0.9 1.0 0.1 -0.355
O -3.146 -0.061 -0.432 -0.1 0.0 -0.4 -0.372
S -2.538 0.547 0.737 0.2 -1.6 1.8 0.439
H 1.640 -3.821 -1.053 0.6 -0.5 -0.1 0.080
H 2.896 -2.338 0.211 -0.6 1.0 0.3 0.101
H -0.693 -3.679 -1.314 -1.1 -0.6 -0.5 0.083
H 1.594 -0.133 1.178 1.9 1.4 1.6 0.068
H -1.834 -1.648 -0.711 -0.8 1.0 0.2 0.080
H -0.051 2.864 2.925 1.8 2.0 1.1 0.025
H -1.418 1.913 2.482 -2.2 -0.5 1.2 0.009
H 0.913 1.799 0.743 1.6 0.3 -0.2 0.097
H -1.694 1.174 -1.715 -2.6 -1.2 -0.9 -0.027
H -0.015 1.308 -1.846 2.2 -0.6 -1.1 -0.002
H -0.954 2.722 -1.349 -0.2 3.0 0.7 -0.001

***

26
Properties=species:S:1:pos:R:3:forces:R:3:lowdin_charge:R:1 method="wB97M-V/def2-TZVPD" max_force_ev_per_a=4.24 homo_ha="-0.02841 / -0.03004" orbital_gap_ev="6.42 / 6.48" charge=-2 e_tot_ev=-28023.3084
C 0.177 1.382 -1.445 -0.3 0.4 -2.6 -0.272
C -0.841 0.765 -0.840 -0.4 0.4 -2.1 -0.320
C -0.669 -2.431 -0.225 1.2 0.7 1.7 -0.715
C 3.611 -0.228 0.172 -0.4 -0.8 -1.0 -0.841
C 0.679 1.136 1.001 -0.7 1.7 -1.3 -0.251
C -0.030 -1.178 0.493 1.3 -1.6 -1.3 0.066
C 2.233 -0.310 -0.577 0.7 0.7 1.4 -0.157
C -0.468 0.225 0.485 1.2 -0.1 0.6 -0.596
C -2.214 0.541 -1.450 -2.2 2.0 1.3 -0.078
C -1.500 0.258 1.530 -3.7 2.1 -0.1 -0.087
O -1.165 -2.306 -1.349 -0.5 0.0 -0.6 -0.065
O 3.889 0.909 0.624 -0.2 0.4 0.7 -0.186
O -0.560 -3.440 0.530 -0.5 0.1 -0.7 -0.116
O 4.351 -1.217 0.116 0.4 -0.7 0.2 -0.095
P 1.764 1.409 -0.555 -1.4 0.6 0.6 0.922
H 0.141 1.784 -2.539 -0.3 -0.8 1.9 0.076
H 0.037 1.972 1.342 1.0 0.7 -0.3 0.076
H 1.346 0.930 1.807 0.1 -1.2 0.7 0.069
H 0.390 -1.510 1.430 0.2 0.1 0.2 0.098
H 2.218 -0.971 -1.404 -0.3 -0.5 -0.8 0.044
H -2.369 0.414 -2.511 0.9 0.6 -0.6 0.052
H -3.018 1.400 -1.116 1.9 -1.7 -0.7 0.108
H -2.687 -0.366 -1.144 0.0 -0.7 0.9 0.034
H -1.022 0.029 2.385 1.6 -1.2 3.2 0.039
H -2.306 -0.449 1.407 -0.3 -0.3 -0.3 0.088
H -1.988 1.252 1.835 0.6 -0.8 -1.1 0.106